DFT (ωB97M-V/def2-TZVPD) results for 16 unconnected molecules or ions with the total composition C124H118N10O12 at a distorted geometry.

XYZ file:
```
264
Properties=species:S:1:pos:R:3:forces:R:3:lowdin_charge:R:1
C -2.8823 -4.3453 -0.9798 1.13 0.67 -1.42 -0.1046
C -3.9901 -4.2479 -1.9996 -1.16 1.94 -0.66 -0.2902
C -4.7197 -5.5617 -2.3426 1.66 0.00 -1.05 -0.1510
C -5.3627 -5.4454 -3.6837 0.26 -0.38 0.98 -0.2032
N -5.8621 -5.3476 -4.7130 0.02 0.07 -0.03 0.1464
H -2.0368 -4.8851 -1.4884 -0.57 0.23 0.99 0.0873
H -3.2290 -4.7796 -0.0698 0.07 -0.76 0.69 0.0571
H -2.5342 -3.3156 -0.7277 -0.11 -0.85 -0.30 0.0602
H -3.6413 -3.7050 -2.9312 -0.28 -0.86 1.02 0.1019
H -4.7871 -3.5693 -1.5951 0.57 -0.37 -0.33 0.0819
H -5.4478 -5.7370 -1.5759 -0.51 -0.46 0.23 0.1048
H -3.9494 -6.3859 -2.3596 -1.00 0.57 -0.13 0.1385
C 8.6352 4.7681 -3.4559 -0.79 -1.17 0.40 -0.0739
C 7.3739 3.8875 -3.7555 1.01 1.24 0.92 -0.2540
C 6.5731 3.3378 -2.6039 -0.33 -0.01 1.53 -0.2005
C 7.5049 2.7431 -1.5843 -1.48 0.19 -0.63 -0.2110
N 8.1718 2.2748 -0.7784 0.31 -0.05 0.15 0.1667
H 9.3238 4.3320 -2.7338 -0.13 -0.34 0.11 0.0605
H 8.3424 5.7138 -3.0409 -0.19 0.61 0.06 0.0632
H 9.2181 4.9142 -4.3470 0.04 0.22 -0.53 0.0615
H 7.5874 3.0989 -4.3966 0.86 -1.56 -1.13 0.0860
H 6.6882 4.4674 -4.2933 -0.99 1.08 -1.00 0.0789
H 5.8045 2.5941 -2.9612 1.06 0.63 0.51 0.0685
H 5.9867 4.1709 -2.1114 0.69 -0.91 -0.25 0.1338
C 9.5038 2.8324 3.9239 1.51 0.36 -0.44 -0.0853
C 10.6699 2.2922 3.0880 -0.70 0.69 -0.63 -0.2223
C 10.0982 1.6053 1.8464 1.44 -1.48 -0.05 -0.2109
C 9.4663 0.3054 2.1180 -1.53 -1.94 1.04 -0.2076
N 8.9935 -0.7324 2.3916 1.04 2.37 -0.74 0.1281
H 9.8240 3.4996 4.6687 0.85 1.13 0.99 0.0558
H 8.9235 2.1656 4.4869 -0.69 -1.72 0.30 0.0527
H 8.8517 3.3916 3.3238 -1.07 0.77 -1.04 0.0620
H 11.2522 1.6155 3.6496 0.71 -0.91 0.70 0.0882
H 11.3879 3.0745 2.7343 -0.86 -0.31 0.37 0.1243
H 10.8760 1.3013 1.1291 0.08 0.48 0.11 0.1245
H 9.4508 2.2581 1.3279 -0.95 0.48 -0.62 0.0539
C 2.1510 5.9459 -4.3903 -0.93 0.25 -1.35 -0.1060
C 1.0715 4.8501 -4.2749 -0.68 -0.39 0.30 -0.2496
C 1.5169 3.4978 -4.8712 -1.72 -0.60 -1.11 -0.2007
C 2.8734 3.1352 -4.5426 0.34 -0.09 0.27 -0.2156
N 3.9926 2.9434 -4.3606 -0.14 -0.17 0.04 0.1965
H 2.5098 6.0296 -5.4524 -0.44 -0.17 0.72 0.0853
H 3.0568 5.7400 -3.8249 -0.24 0.14 0.44 0.0579
H 1.6678 6.9155 -4.1750 0.64 -0.35 0.32 0.0747
H 0.0836 5.1203 -4.7329 1.08 0.04 -0.16 0.1205
H 0.7132 4.6284 -3.2413 0.88 0.40 -0.43 0.0718
H 1.4883 3.4353 -5.9940 -0.01 0.53 0.80 0.1388
H 0.7482 2.7360 -4.5763 1.02 0.32 0.01 0.0919
C -4.2269 3.5085 -4.2034 1.16 1.01 2.55 -0.1310
C -4.6350 2.5458 -5.2299 -0.59 -1.44 -2.30 -0.2590
C -5.4882 1.3166 -4.7753 1.50 0.04 0.46 -0.1806
C -6.4589 1.7105 -3.7478 0.62 0.16 -0.85 -0.2363
N -7.1353 2.2762 -3.0168 -0.49 -0.16 0.56 0.1685
H -3.5615 4.2765 -4.6133 -0.09 -0.16 -0.04 0.0813
H -3.6912 3.1067 -3.2853 -0.52 0.10 -1.11 0.0774
H -5.1001 4.0477 -3.7971 0.24 -0.26 -0.18 0.0741
H -3.8212 2.1851 -5.9510 -0.82 0.32 1.38 0.1237
H -5.3019 3.1007 -5.8716 -0.24 0.29 -0.56 0.1015
H -4.7815 0.5770 -4.3854 -0.34 -0.07 0.33 0.0726
H -5.9523 0.8218 -5.6175 -0.35 0.09 -0.19 0.0965
C -8.1436 -1.6115 -6.1802 0.03 -0.61 1.34 -0.0981
C -8.6509 -1.6989 -4.7226 -1.85 -0.42 0.67 -0.2506
C -7.8601 -2.7288 -3.8226 0.49 0.65 -0.94 -0.1630
C -6.5179 -2.1135 -3.5678 -0.97 -0.90 0.11 -0.2108
N -5.5064 -1.6187 -3.3468 0.21 0.20 -0.01 0.1889
H -7.9249 -2.5739 -6.5903 -0.22 -0.99 -0.21 0.0601
H -7.1527 -1.1655 -6.1614 -0.10 0.69 -0.23 0.0511
H -8.8703 -1.1519 -6.8239 0.01 0.63 -0.28 0.0672
H -9.7844 -1.9950 -4.5752 2.12 0.47 -0.85 0.1365
H -8.6057 -0.6639 -4.3025 0.12 -0.85 0.04 0.0928
H -7.7012 -3.7289 -4.3667 -0.34 1.46 0.99 0.1093
H -8.3875 -2.8281 -2.8522 0.49 -0.27 -0.53 0.0919
C 6.8012 -0.5073 5.9083 -1.41 -1.29 -0.59 -0.0779
C 5.4315 -1.0113 5.3555 0.42 -0.45 -0.47 -0.2193
C 5.0139 -0.3056 4.0333 -0.95 -1.27 -0.43 -0.1825
C 5.0461 1.1116 4.2259 0.09 1.79 0.63 -0.2416
N 5.0641 2.2210 4.5495 -0.04 -0.67 -0.40 0.1836
H 7.5191 -0.5729 5.1018 0.47 -0.15 -0.01 0.0577
H 7.0611 -1.1401 6.7551 0.30 -0.02 -0.10 0.0741
H 6.7538 0.4907 6.2414 -0.13 1.31 0.40 0.0441
H 4.6150 -0.9347 6.0505 -0.12 0.14 0.53 0.0642
H 5.5619 -2.0882 5.1471 -0.24 0.39 -0.08 0.1104
H 3.9645 -0.5372 3.5961 1.66 -0.08 0.99 0.1335
H 5.7647 -0.6179 3.3128 -0.01 0.25 -0.47 0.1001
C -9.0921 0.1374 0.8444 -0.49 0.11 1.61 -0.1272
C -10.3462 -0.1991 0.1093 -0.08 -1.59 -1.31 -0.2641
C -10.4921 0.7095 -1.1235 1.59 -1.24 -0.58 -0.1921
C -10.5642 2.1150 -0.7877 -0.12 -2.57 -0.65 -0.2620
N -10.5332 3.2053 -0.5100 -0.06 2.96 0.77 0.1550
H -8.1646 -0.1288 0.3548 -0.03 -0.07 -0.36 0.0570
H -9.1334 -0.3508 1.8154 0.36 -0.21 0.17 0.0813
H -9.0770 1.1912 1.0785 0.25 0.46 -0.01 0.0671
H -11.2950 -0.2291 0.6388 0.15 0.77 0.73 0.1082
H -10.3079 -1.2942 -0.1680 0.23 1.08 -0.44 0.1152
H -11.3458 0.3578 -1.6621 -0.60 0.23 -0.67 0.1011
H -9.5671 0.5931 -1.7835 -1.17 0.12 0.69 0.1289
C 3.0753 4.0350 2.6049 -0.59 -0.31 -0.18 -0.1033
C 2.5630 5.0757 1.5665 0.23 -1.94 -0.46 -0.2121
C 1.5389 4.3557 0.6243 0.06 -0.08 0.53 -0.1732
C 0.8367 5.2715 -0.2771 0.71 -1.27 0.57 -0.2339
N 0.1910 5.8493 -1.0161 -0.71 1.00 -0.78 0.1591
H 2.1769 3.7862 3.1847 0.52 -0.23 0.17 0.0396
H 3.8451 4.4221 3.2790 -0.19 0.05 -0.15 0.0610
H 3.4789 3.0611 2.1827 -0.52 1.28 0.09 0.0800
H 3.4043 5.3140 0.9230 0.04 0.72 -0.03 0.0988
H 2.1093 5.9537 2.0350 0.26 -0.14 -0.06 0.1027
H 0.7279 3.8249 1.1735 0.58 0.24 0.02 0.1048
H 2.0600 3.5649 0.0397 -0.34 0.67 0.25 0.1042
C -5.3731 -3.5500 2.9330 -1.17 0.99 0.01 -0.0791
C -5.0321 -2.7648 1.6852 0.42 0.89 -0.32 -0.2458
C -6.2065 -1.9328 1.0903 -0.09 -1.13 0.68 -0.1662
C -7.1940 -2.8496 0.4162 1.07 1.73 0.65 -0.2096
N -7.9807 -3.4307 -0.1755 -0.44 -0.63 -0.35 0.1511
H -4.4924 -4.0397 3.2496 0.80 -0.99 0.35 0.0346
H -6.2003 -4.2323 2.7247 0.21 -0.25 0.14 0.0845
H -5.6878 -2.9092 3.7786 0.04 -0.07 -0.49 0.0750
H -4.6736 -3.4456 0.9197 0.03 -0.22 -0.17 0.0806
H -4.1598 -2.1005 1.8805 -0.70 -0.16 -0.01 0.0967
H -5.8327 -1.1999 0.3615 -0.46 -0.22 0.26 0.0911
H -6.7056 -1.4140 1.9361 0.13 -0.11 -0.80 0.1057
C -3.7320 -2.5473 -7.7064 1.78 -0.43 1.91 -0.0165
C -3.2667 -1.2717 -7.9659 -0.71 -0.14 1.68 -0.0533
C -2.5625 -0.4993 -7.0121 -0.44 -0.48 -2.26 -0.0100
C -1.9304 -1.1162 -6.0020 -0.01 -2.23 1.94 -0.1104
C -2.1541 -2.5048 -5.7709 -1.69 0.89 -1.21 -0.0734
C -3.1462 -3.1484 -6.5225 0.46 0.43 -1.65 0.0324
C -1.4564 -3.2357 -4.7151 0.01 0.21 0.04 -0.3167
O -1.7191 -4.3912 -4.4738 -0.03 -0.54 0.19 0.0976
C -0.4013 -2.5147 -3.9704 0.24 0.57 0.79 -0.0551
C 0.2237 -3.2171 -2.9307 0.04 -0.55 -0.03 0.0015
C 1.2465 -2.6345 -2.2389 1.24 0.84 0.01 -0.0420
C 1.7354 -1.3721 -2.6343 1.07 0.65 1.07 -0.0405
C 1.0848 -0.6141 -3.5959 -1.09 -0.11 -0.87 -0.0016
C -0.0541 -1.1545 -4.2275 -0.82 -1.36 0.11 -0.0331
C -0.9904 -0.3826 -5.1497 1.94 0.57 -0.47 -0.2601
O -0.8423 0.8058 -5.3668 0.16 0.25 0.79 0.0917
H -4.3774 -3.1213 -8.3857 0.40 0.37 0.42 0.1153
H -3.5278 -0.8073 -8.8518 -0.67 0.98 -1.68 0.0807
H -2.3890 0.5325 -7.2244 0.19 0.49 0.01 0.1102
H -3.2556 -4.2006 -6.3749 -0.45 -0.46 0.40 0.1026
H 0.0044 -4.2513 -2.6233 -0.45 0.60 -0.70 0.1240
H 1.7436 -3.2078 -1.4497 -0.12 0.48 -0.26 0.0935
H 2.6128 -0.8953 -2.0882 -1.12 -0.93 -0.87 0.1258
H 1.3533 0.3939 -3.9238 0.25 -0.30 0.49 0.1164
C 6.4274 -4.6575 -0.1860 0.77 1.70 0.16 -0.0599
C 6.9143 -3.3649 0.1105 0.09 0.35 -0.13 -0.0336
C 6.6119 -2.2574 -0.6965 -0.12 -0.56 0.31 -0.0086
C 5.7964 -2.4229 -1.8113 0.48 -0.78 -0.32 -0.0685
C 5.3460 -3.7294 -2.0847 -0.61 2.22 -1.11 -0.0940
C 5.6569 -4.8237 -1.2981 -0.89 -0.26 -0.45 -0.0315
C 4.4239 -3.8459 -3.2630 0.33 -2.39 0.28 -0.2607
O 3.8419 -4.9278 -3.3340 -0.27 1.29 -0.86 0.0763
C 4.3265 -2.7652 -4.3094 -0.48 -0.55 0.72 -0.0727
C 3.5869 -3.0045 -5.4826 0.75 -0.45 0.28 -0.0016
C 3.4884 -1.9673 -6.3746 -0.99 0.16 -1.37 -0.0608
C 3.8593 -0.6737 -5.9961 -1.20 -0.18 -1.70 -0.0659
C 4.5618 -0.4411 -4.8648 0.93 0.14 0.67 -0.0171
C 4.8764 -1.5035 -4.0385 -0.77 -1.03 -0.11 -0.1028
C 5.6018 -1.2766 -2.7900 1.21 1.02 1.98 -0.2430
O 6.0834 -0.1786 -2.4750 -0.82 -1.37 -0.90 0.0539
H 6.6895 -5.5002 0.4022 0.23 -0.51 0.60 0.0996
H 7.5856 -3.1663 0.9465 -0.22 -0.31 -0.05 0.0983
H 7.0103 -1.2780 -0.4799 0.13 0.06 0.11 0.1111
H 5.2220 -5.7860 -1.5454 0.13 0.09 -0.12 0.1254
H 3.1619 -3.9869 -5.7131 0.32 0.33 0.32 0.1301
H 3.0479 -2.1131 -7.4113 0.35 0.13 1.59 0.1338
H 3.4470 0.0941 -6.6473 0.70 0.32 0.16 0.1142
H 4.9587 0.5069 -4.5782 -0.15 0.72 0.00 0.0912
C -2.3327 -3.9821 6.7719 -0.68 -0.55 -0.94 -0.0736
C -1.2331 -3.4879 7.4292 -0.72 0.95 0.73 -0.0519
C -0.0983 -3.2209 6.7015 -1.28 -1.16 0.02 -0.0059
C 0.0503 -3.6210 5.3834 1.01 0.79 0.88 -0.0864
C -1.0087 -4.2242 4.7767 -1.97 -0.97 0.11 -0.0970
C -2.2142 -4.4318 5.4721 -0.05 0.44 -1.40 0.0115
C -1.0121 -4.6523 3.3684 -2.12 -1.11 0.13 -0.2834
O -2.0059 -5.1868 2.8485 1.04 0.91 0.76 0.0695
C 0.2054 -4.5099 2.6558 2.19 1.09 -1.30 -0.1192
C 0.1709 -4.8229 1.2932 1.76 -0.35 0.99 0.0258
C 1.3913 -4.8391 0.6203 0.13 1.05 0.38 -0.0433
C 2.5820 -4.4237 1.2551 0.53 0.97 0.94 -0.0360
C 2.6363 -3.9302 2.5841 -3.29 -2.02 -0.85 0.0102
C 1.3789 -3.9931 3.2552 1.18 0.59 0.92 -0.0372
C 1.3701 -3.4414 4.7125 -2.40 -1.95 -2.47 -0.2712
O 2.3320 -3.0102 5.2464 1.76 1.02 0.90 0.1280
H -3.3051 -3.8879 7.1974 -0.53 -0.50 0.59 0.1030
H -1.3922 -3.1571 8.4790 0.56 -0.15 -0.89 0.1292
H 0.5945 -2.6859 7.2165 2.55 1.26 0.97 0.0802
H -3.0185 -4.8122 4.7965 0.45 0.26 1.20 0.1223
H -0.7852 -5.1387 0.9383 -0.22 -0.14 -0.71 0.1012
H 1.4229 -5.0252 -0.4350 0.07 -0.45 -0.32 0.0880
H 3.5394 -4.3360 0.7476 -0.26 -0.49 -0.53 0.0918
H 3.5270 -3.7726 3.1594 0.34 0.58 -0.15 0.1090
C -3.7598 -0.9392 4.7403 -0.47 -0.92 0.01 -0.0476
C -2.3987 -0.9050 4.5187 -0.42 1.21 -0.76 -0.0237
C -1.8602 -0.0643 3.5454 -1.86 0.14 0.55 0.0372
C -2.7679 0.7208 2.7992 0.35 -1.71 1.66 -0.0678
C -4.1646 0.6158 2.9984 1.21 0.25 -0.62 -0.0871
C -4.6629 -0.2043 3.9670 0.55 -0.60 1.27 -0.0131
C -5.0495 1.2835 2.0386 0.36 0.27 -0.46 -0.2800
O -6.2060 0.9501 1.9020 -0.27 0.16 0.19 0.0871
C -4.4090 2.3184 1.1644 0.17 -0.49 0.04 -0.0723
C -5.2625 2.9755 0.3041 -1.01 1.54 -0.71 0.0212
C -4.7639 4.0660 -0.4593 0.47 -1.60 0.48 -0.0384
C -3.4200 4.3263 -0.3973 1.63 0.32 -0.07 -0.0748
C -2.5106 3.5524 0.3323 0.75 0.20 0.99 0.0237
C -2.9979 2.5351 1.1788 -1.82 1.96 -2.10 -0.0803
C -2.1465 1.6858 1.9368 1.65 0.06 -0.06 -0.3320
O -0.9207 1.7594 1.8901 -0.19 0.34 -0.34 0.0749
H -4.0872 -1.6837 5.4753 -0.26 0.62 -0.07 0.1096
H -1.7796 -1.4040 5.2024 0.93 -0.89 0.58 0.0824
H -0.8052 0.0580 3.4739 0.48 0.09 -0.31 0.0864
H -5.7056 -0.2094 4.2174 -0.43 -0.15 -0.27 0.1246
H -6.3544 2.7285 0.2922 1.23 0.13 0.02 0.1369
H -5.2609 4.6407 -1.2051 -1.16 0.15 -0.02 0.0979
H -2.9902 5.1579 -0.9605 -0.22 -0.22 0.01 0.1113
H -1.4110 3.8389 0.3181 -1.57 -0.66 -0.04 0.1166
C 3.2318 -0.1847 8.3024 -0.17 1.59 -0.78 -0.0597
C 3.8254 0.8612 8.9938 0.39 -0.16 1.33 -0.0688
C 3.5986 2.1847 8.6622 -1.04 0.25 -0.72 0.0062
C 2.7382 2.4701 7.5674 1.04 -0.55 0.96 -0.0604
C 2.1500 1.4052 6.8200 0.73 2.06 0.82 -0.0828
C 2.4492 0.1051 7.1776 -0.14 -1.26 0.35 -0.0198
C 1.2467 1.7764 5.7024 -0.13 -0.22 -1.32 -0.2558
O 0.8055 0.9055 4.9680 -0.08 0.27 0.35 0.0886
C 0.9507 3.2402 5.3978 -0.06 0.40 -0.20 -0.0515
C -0.0469 3.5725 4.3798 2.35 -0.72 2.34 0.0183
C -0.1793 4.9294 4.1108 -1.62 -0.91 -0.88 -0.0850
C 0.5067 5.9011 4.8117 -0.45 1.22 -0.68 -0.0880
C 1.3176 5.5942 5.8591 1.29 -1.05 -0.52 -0.0053
C 1.6818 4.2458 6.0890 -1.81 0.13 0.13 -0.0645
C 2.5452 3.9226 7.2724 -0.21 1.03 0.59 -0.2613
O 2.9754 4.8157 8.0147 -0.56 -1.61 -1.37 0.0836
H 3.3705 -1.1774 8.6422 0.16 -0.89 0.03 0.0995
H 4.4260 0.6453 9.8999 -0.35 0.08 -0.71 0.1179
H 3.9605 3.0098 9.2929 -0.01 -0.44 -0.60 0.1264
H 2.0702 -0.7600 6.6275 -0.17 0.51 -0.10 0.1012
H -0.4963 2.6600 3.9603 -0.18 1.04 -0.24 0.0975
H -0.9453 5.2943 3.4118 0.48 -0.40 -0.03 0.1161
H 0.3750 6.9515 4.4708 -0.01 -0.80 0.61 0.1270
H 1.7932 6.3941 6.3672 0.48 0.35 0.69 0.1102
C -3.1822 0.2764 -1.6051 -0.07 -1.06 1.57 -0.0519
C -3.2987 -0.7324 -0.6526 2.00 -0.11 -0.04 -0.0244
C -2.1671 -1.0605 0.1077 -0.12 0.00 0.20 -0.0107
C -0.9328 -0.4371 -0.1003 -1.02 0.96 -1.10 -0.0783
C -0.8489 0.5628 -1.1138 -0.91 0.01 0.52 -0.0489
C -2.0201 0.9395 -1.7939 2.00 0.98 -1.27 -0.0033
C 0.3940 1.3291 -1.4082 -0.96 0.39 -0.62 -0.2962
O 0.4334 2.1968 -2.2716 -0.19 -0.30 0.53 0.0777
C 1.5659 0.9490 -0.6474 0.29 -0.43 -0.04 -0.1622
C 2.7856 1.4014 -1.0864 1.83 -0.21 1.15 -0.0120
C 4.0200 0.9789 -0.4889 -2.16 -0.31 -1.61 -0.0119
C 3.8960 0.0478 0.5429 1.47 0.51 0.22 -0.0537
C 2.6539 -0.4240 0.9776 0.28 -0.78 0.01 0.0191
C 1.4841 -0.0381 0.3075 0.71 -1.20 2.66 -0.0717
C 0.2271 -0.7679 0.7380 0.16 -0.23 -0.44 -0.2616
O 0.1704 -1.6291 1.6070 0.43 1.01 -0.58 0.1067
H -4.0243 0.5608 -2.1204 -1.86 0.49 -1.34 0.0627
H -4.1441 -1.3736 -0.6145 -0.77 -0.08 0.16 0.0676
H -2.2151 -1.8055 0.9069 0.02 0.13 -0.35 0.1125
H -1.9455 1.7187 -2.6013 0.01 -0.75 1.07 0.1339
H 2.6972 2.0595 -1.9092 0.55 0.71 -0.81 0.0907
H 4.9697 1.1360 -1.0278 -0.49 0.31 0.82 0.0883
H 4.8937 -0.2342 0.9528 -1.19 -0.33 0.11 0.1117
H 2.5867 -1.2205 1.7573 0.00 0.83 -0.70 0.1139
```
Positions in Å, forces in eV/Å.

As for the charge: 0. The LUMO energy is -1.42 eV. The spin multiplicity is 1. For the electronic energy, the calculation gives -169971.716 eV.